(1)
249
Properties=species:S:1:pos:R:3 method="wB97M-V/def2-TZVPD" homo_energy_ev=-16.026 orbital_gap_ev=7.231 total_charge=+5 spin_multiplicity=1 fmax_ev_per_a=5.54
C 20.031 16.640 15.791
C 19.617 18.109 15.676
N 20.361 18.983 14.780
C 19.708 20.332 14.856
C 21.780 19.058 15.220
C 22.630 20.033 14.460
C 20.310 18.436 13.346
C 19.051 17.877 12.791
O 18.024 18.805 12.846
C 16.756 18.200 12.501
H 20.109 16.054 14.865
H 19.279 16.236 16.463
H 20.937 16.446 16.362
H 19.582 18.651 16.629
H 18.583 18.160 15.346
H 18.616 20.174 14.691
H 20.107 20.969 14.058
H 19.953 20.744 15.838
H 22.189 18.058 15.209
H 21.698 19.359 16.264
H 23.640 20.007 14.892
H 22.383 21.066 14.677
H 22.701 19.826 13.396
H 21.116 17.698 13.266
H 20.529 19.301 12.700
H 18.769 16.896 13.252
H 19.369 17.662 11.747
H 16.933 17.590 11.580
H 16.091 19.036 12.301
H 16.423 17.603 13.352
C 11.060 12.727 15.466
C 11.428 13.823 16.392
N 12.559 14.714 15.961
C 13.763 13.953 15.818
C 12.222 15.402 14.712
C 13.260 16.336 14.135
C 12.806 15.702 17.072
C 11.699 16.566 17.646
O 11.338 17.520 16.690
C 10.201 18.253 17.137
H 10.507 12.991 14.562
H 10.370 12.102 16.052
H 11.915 12.091 15.227
H 11.773 13.403 17.339
H 10.572 14.504 16.498
H 13.913 13.348 16.708
H 14.599 14.653 15.687
H 13.729 13.252 14.992
H 11.317 15.982 14.886
H 12.011 14.617 13.968
H 12.745 16.777 13.288
H 14.091 15.758 13.738
H 13.674 17.057 14.856
H 13.686 16.308 16.864
H 13.361 15.198 17.884
H 12.129 17.049 18.551
H 10.784 16.057 17.958
H 10.109 19.068 16.434
H 10.283 18.619 18.184
H 9.312 17.590 17.101
C 8.835 25.487 22.518
C 10.252 25.924 22.271
N 10.727 25.707 20.861
C 9.740 26.172 19.848
C 11.938 26.536 20.658
C 11.758 27.991 20.376
C 10.974 24.278 20.649
C 11.066 23.747 19.203
O 12.139 24.265 18.502
C 12.083 23.934 17.125
H 8.591 24.483 22.197
H 8.151 26.195 22.063
H 8.770 25.497 23.594
H 10.956 25.336 22.859
H 10.435 26.976 22.567
H 9.397 27.177 20.155
H 8.945 25.480 19.916
H 10.219 26.151 18.846
H 12.434 26.114 19.796
H 12.537 26.346 21.556
H 12.754 28.397 20.526
H 11.140 28.563 21.080
H 11.497 28.162 19.343
H 10.141 23.854 21.206
H 11.885 24.057 21.200
H 10.125 23.862 18.640
H 11.176 22.651 19.352
H 12.973 24.399 16.690
H 11.163 24.319 16.617
H 12.094 22.849 16.955
C 21.290 13.884 27.966
C 21.458 12.711 27.124
N 21.336 12.909 25.588
C 22.266 13.922 25.114
C 21.594 11.633 24.857
C 23.032 11.098 24.816
C 19.923 13.312 25.284
C 19.401 13.166 23.916
O 20.254 13.775 22.968
C 19.890 15.081 22.632
H 20.313 14.332 27.873
H 22.048 14.623 27.711
H 21.368 13.675 29.047
H 20.721 11.931 27.331
H 22.442 12.282 27.171
H 22.206 13.954 24.032
H 23.278 13.620 25.399
H 22.134 14.901 25.559
H 21.350 11.914 23.847
H 20.889 10.893 25.268
H 23.759 11.883 24.563
H 23.077 10.392 24.001
H 23.228 10.528 25.725
H 19.968 14.348 25.615
H 19.231 12.818 25.974
H 18.417 13.656 23.949
H 19.303 12.121 23.626
H 20.587 15.393 21.836
H 19.958 15.855 23.453
H 18.846 15.118 22.284
C 16.980 25.712 21.790
N 17.004 24.384 21.228
C 17.076 23.413 22.359
C 15.722 24.085 20.481
C 18.235 24.258 20.319
C 18.123 23.137 19.260
O 17.880 21.953 19.997
H 17.005 26.359 20.914
H 17.889 25.925 22.347
H 16.105 25.918 22.430
H 16.268 23.496 23.070
H 17.981 23.664 22.942
H 17.064 22.376 22.020
H 15.699 24.868 19.731
H 14.872 24.342 21.117
H 15.698 23.084 20.116
H 19.097 24.141 20.968
H 18.224 25.175 19.748
H 19.071 23.099 18.731
H 17.329 23.285 18.517
H 17.750 21.202 19.394
C 16.858 23.573 11.086
N 15.739 22.663 11.274
C 15.738 21.653 10.165
C 15.782 22.117 12.664
C 14.386 23.394 11.144
C 14.042 24.394 12.175
O 14.916 25.530 11.920
H 16.861 24.390 11.819
H 16.783 24.019 10.131
H 17.838 23.030 11.139
H 15.044 20.926 10.563
H 16.716 21.179 10.094
H 15.573 22.208 9.250
H 14.794 21.699 12.890
H 15.998 22.931 13.357
H 16.548 21.336 12.674
H 13.667 22.605 11.076
H 14.330 23.745 10.120
H 14.221 24.024 13.199
H 12.998 24.763 12.164
H 14.488 26.375 12.104
C 22.039 20.714 23.763
N 21.620 19.819 22.652
C 21.440 18.374 23.169
C 20.272 20.239 22.117
C 22.625 19.829 21.549
C 23.996 19.579 22.004
O 24.746 19.363 20.801
H 22.927 20.431 24.324
H 21.279 20.965 24.490
H 22.336 21.676 23.267
H 20.619 18.395 23.913
H 22.341 17.961 23.652
H 21.156 17.726 22.345
H 20.356 21.204 21.634
H 19.573 20.243 22.950
H 19.974 19.501 21.373
H 22.488 20.779 21.093
H 22.398 18.995 20.879
H 24.100 18.789 22.771
H 24.316 20.484 22.500
H 25.090 18.459 20.684
C 10.954 18.900 23.852
N 12.209 18.910 23.030
C 13.068 20.023 23.632
C 12.949 17.611 23.211
C 11.837 19.099 21.586
C 12.897 19.110 20.506
O 13.662 20.272 20.753
H 10.554 19.915 23.842
H 11.165 18.777 24.903
H 10.221 18.182 23.514
H 14.002 20.027 23.094
H 13.169 19.901 24.685
H 12.564 20.963 23.423
H 13.212 17.493 24.264
H 13.803 17.501 22.528
H 12.282 16.752 23.003
H 11.242 19.989 21.538
H 11.307 18.165 21.359
H 12.395 19.130 19.527
H 13.492 18.190 20.477
H 14.363 20.328 20.056
C 17.321 18.439 24.770
F 17.298 19.539 25.522
F 16.055 18.139 24.444
F 18.060 18.649 23.716
S 17.874 17.131 25.879
O 17.034 17.248 27.013
O 17.900 15.989 24.998
N 19.318 17.561 26.122
S 19.891 18.187 27.518
O 19.660 19.564 27.880
O 20.064 17.201 28.543
C 21.760 18.347 26.878
F 22.170 17.222 26.334
F 21.642 19.313 25.940
F 22.451 18.774 27.874
C 13.898 14.637 21.005
F 12.922 15.244 20.311
F 14.497 15.459 21.831
F 13.232 13.734 21.729
S 15.163 13.841 19.962
O 15.432 14.929 19.057
O 16.211 13.544 20.903
N 14.377 12.651 19.318
S 14.819 11.179 19.022
O 15.694 11.130 17.884
O 14.962 10.340 20.179
C 13.143 10.701 18.425
F 12.177 10.865 19.287
F 12.857 11.613 17.290
F 13.238 9.553 17.897
C 14.679 21.162 17.050
F 13.946 20.098 17.422
F 14.408 21.702 15.896
F 14.801 22.041 18.014
S 16.426 20.429 16.729
O 16.434 19.585 15.500
O 17.190 21.693 16.784
N 16.718 19.658 18.174
S 16.367 18.138 18.347
O 15.012 17.730 18.388
O 17.365 17.321 17.681
C 16.767 18.057 20.152
F 17.690 19.030 20.431
F 15.605 18.521 20.785
F 17.201 16.910 20.566

---

(2)
6
Properties=species:S:1:pos:R:3 method="wB97M-V/def2-TZVPD" homo_energy_ev="-7.334 / -10.816" orbital_gap_ev="8.053 / 8.291" e_above_lowest_ev=1.426 s2=2.009 spin_multiplicity=3 fmax_ev_per_a=9.58
C 0.288 -0.551 -1.930
N -1.154 -0.590 -0.184
O 1.111 0.240 -1.873
P -0.483 0.113 0.921
H -0.697 1.020 1.873
H 0.935 -0.233 1.192

---

(3)
54
Properties=species:S:1:pos:R:3 method="wB97M-V/def2-TZVPD" homo_energy_ev="-13.885 / -14.166" orbital_gap_ev="7.762 / 4.797" e_above_lowest_ev=0.502 s2=6.048 total_charge=+2 spin_multiplicity=5 fmax_ev_per_a=2.01
Pd 0.331 0.422 -0.489
Cl -4.841 4.803 2.275
C -3.403 4.019 1.856
C -2.175 4.711 1.939
C -1.025 4.065 1.624
C -1.014 2.682 1.190
O 0.084 2.143 0.945
C -2.307 1.994 1.091
C -2.496 0.600 0.698
N -1.577 -0.219 0.356
C -1.893 -1.564 0.024
C -2.905 -2.275 0.613
C -3.183 -3.598 0.214
C -2.441 -4.195 -0.763
C -1.366 -3.500 -1.369
C -0.557 -4.070 -2.381
C 0.477 -3.354 -2.909
C 0.723 -2.061 -2.414
N -0.012 -1.502 -1.480
C -1.071 -2.188 -0.957
C -3.448 2.678 1.434
H -2.175 5.746 2.252
H -0.064 4.559 1.672
H -3.534 0.262 0.704
H -3.494 -1.827 1.404
H -3.991 -4.135 0.692
H -2.657 -5.207 -1.081
H -0.771 -5.074 -2.726
H 1.108 -3.757 -3.687
H 1.551 -1.471 -2.791
H -4.414 2.189 1.385
C 1.010 -1.926 2.667
C 2.052 -1.079 2.039
N 1.906 -0.380 0.923
C 3.084 0.249 0.673
C 3.983 -0.080 1.664
N 3.303 -0.932 2.510
C 5.351 0.370 1.788
O 5.890 1.137 0.999
O 6.028 -0.068 2.815
C 3.227 1.116 -0.558
O 4.346 1.647 -0.818
O 2.218 1.246 -1.266
H 0.109 -1.335 2.828
H 1.341 -2.332 3.620
H 0.759 -2.753 2.001
H 3.661 -1.370 3.346
H 5.053 1.488 0.156
Cl 1.009 1.281 -5.244
C -0.022 2.505 -4.493
Cl 0.856 4.007 -4.248
Cl -1.494 2.755 -5.423
C -0.411 1.987 -3.167
N -0.716 1.588 -2.138

---

(4)
54
Properties=species:S:1:pos:R:3 method="wB97M-V/def2-TZVPD" homo_energy_ev=-6.223 orbital_gap_ev=8.974 e_above_lowest_ev=1.805 total_charge=-1 spin_multiplicity=1 fmax_ev_per_a=2.03
N 1.180 -1.286 -2.691
C 2.168 -0.215 -2.935
C 2.460 0.785 -1.862
N 1.342 1.599 -1.426
C 0.710 2.399 -2.465
C 1.775 2.481 -0.305
C 1.515 1.800 1.069
O 0.538 2.561 1.774
H 0.302 -0.942 -2.327
H 1.601 -1.889 -1.992
H 1.844 0.258 -3.866
H 3.054 -0.793 -3.205
H 3.256 1.473 -2.209
H 2.915 0.314 -0.983
H 0.020 1.757 -3.018
H 1.263 2.968 -3.224
H 0.012 3.019 -1.934
H 2.811 2.758 -0.532
H 1.132 3.355 -0.316
H 2.483 1.916 1.542
H 1.156 0.775 0.987
H 1.627 -1.229 3.477
H 1.458 -0.216 4.547
O 1.840 -1.088 4.403
H 1.471 -3.609 1.253
H 2.602 -3.585 2.272
O 2.353 -3.957 1.421
H -2.116 0.884 1.530
H -1.116 1.396 2.616
O -1.978 0.976 2.501
H -2.791 0.715 -3.226
H -1.728 0.834 -1.949
O -1.925 0.947 -2.915
H -1.026 -0.608 2.315
H -0.832 -1.809 1.496
O -0.295 -1.223 2.081
H -0.266 2.622 1.221
H -1.772 3.174 -0.969
O -1.884 3.012 -0.026
H -1.570 -2.695 -0.008
H -2.590 -2.592 1.153
O -1.861 -3.139 0.813
H -0.591 0.503 -0.139
H -1.794 1.993 -0.016
O -1.551 0.451 -0.206
H 0.306 -2.803 3.147
H -0.668 -3.854 2.733
O -0.050 -3.653 3.444
H -4.119 -0.491 1.322
H -3.269 -0.480 0.033
O -3.657 -1.065 0.709
H -2.136 -1.904 -2.403
H -1.870 -0.836 -1.164
O -1.737 -1.761 -1.546

---

What did the third record say?
54
Properties=species:S:1:pos:R:3 method="wB97M-V/def2-TZVPD" homo_energy_ev="-13.885 / -14.166" orbital_gap_ev="7.762 / 4.797" e_above_lowest_ev=0.502 s2=6.048 total_charge=+2 spin_multiplicity=5 fmax_ev_per_a=2.01
Pd 0.331 0.422 -0.489
Cl -4.841 4.803 2.275
C -3.403 4.019 1.856
C -2.175 4.711 1.939
C -1.025 4.065 1.624
C -1.014 2.682 1.190
O 0.084 2.143 0.945
C -2.307 1.994 1.091
C -2.496 0.600 0.698
N -1.577 -0.219 0.356
C -1.893 -1.564 0.024
C -2.905 -2.275 0.613
C -3.183 -3.598 0.214
C -2.441 -4.195 -0.763
C -1.366 -3.500 -1.369
C -0.557 -4.070 -2.381
C 0.477 -3.354 -2.909
C 0.723 -2.061 -2.414
N -0.012 -1.502 -1.480
C -1.071 -2.188 -0.957
C -3.448 2.678 1.434
H -2.175 5.746 2.252
H -0.064 4.559 1.672
H -3.534 0.262 0.704
H -3.494 -1.827 1.404
H -3.991 -4.135 0.692
H -2.657 -5.207 -1.081
H -0.771 -5.074 -2.726
H 1.108 -3.757 -3.687
H 1.551 -1.471 -2.791
H -4.414 2.189 1.385
C 1.010 -1.926 2.667
C 2.052 -1.079 2.039
N 1.906 -0.380 0.923
C 3.084 0.249 0.673
C 3.983 -0.080 1.664
N 3.303 -0.932 2.510
C 5.351 0.370 1.788
O 5.890 1.137 0.999
O 6.028 -0.068 2.815
C 3.227 1.116 -0.558
O 4.346 1.647 -0.818
O 2.218 1.246 -1.266
H 0.109 -1.335 2.828
H 1.341 -2.332 3.620
H 0.759 -2.753 2.001
H 3.661 -1.370 3.346
H 5.053 1.488 0.156
Cl 1.009 1.281 -5.244
C -0.022 2.505 -4.493
Cl 0.856 4.007 -4.248
Cl -1.494 2.755 -5.423
C -0.411 1.987 -3.167
N -0.716 1.588 -2.138

---

Please write out number 4 again, unchanged.
54
Properties=species:S:1:pos:R:3 method="wB97M-V/def2-TZVPD" homo_energy_ev=-6.223 orbital_gap_ev=8.974 e_above_lowest_ev=1.805 total_charge=-1 spin_multiplicity=1 fmax_ev_per_a=2.03
N 1.180 -1.286 -2.691
C 2.168 -0.215 -2.935
C 2.460 0.785 -1.862
N 1.342 1.599 -1.426
C 0.710 2.399 -2.465
C 1.775 2.481 -0.305
C 1.515 1.800 1.069
O 0.538 2.561 1.774
H 0.302 -0.942 -2.327
H 1.601 -1.889 -1.992
H 1.844 0.258 -3.866
H 3.054 -0.793 -3.205
H 3.256 1.473 -2.209
H 2.915 0.314 -0.983
H 0.020 1.757 -3.018
H 1.263 2.968 -3.224
H 0.012 3.019 -1.934
H 2.811 2.758 -0.532
H 1.132 3.355 -0.316
H 2.483 1.916 1.542
H 1.156 0.775 0.987
H 1.627 -1.229 3.477
H 1.458 -0.216 4.547
O 1.840 -1.088 4.403
H 1.471 -3.609 1.253
H 2.602 -3.585 2.272
O 2.353 -3.957 1.421
H -2.116 0.884 1.530
H -1.116 1.396 2.616
O -1.978 0.976 2.501
H -2.791 0.715 -3.226
H -1.728 0.834 -1.949
O -1.925 0.947 -2.915
H -1.026 -0.608 2.315
H -0.832 -1.809 1.496
O -0.295 -1.223 2.081
H -0.266 2.622 1.221
H -1.772 3.174 -0.969
O -1.884 3.012 -0.026
H -1.570 -2.695 -0.008
H -2.590 -2.592 1.153
O -1.861 -3.139 0.813
H -0.591 0.503 -0.139
H -1.794 1.993 -0.016
O -1.551 0.451 -0.206
H 0.306 -2.803 3.147
H -0.668 -3.854 2.733
O -0.050 -3.653 3.444
H -4.119 -0.491 1.322
H -3.269 -0.480 0.033
O -3.657 -1.065 0.709
H -2.136 -1.904 -2.403
H -1.870 -0.836 -1.164
O -1.737 -1.761 -1.546